1.
Here is a single C4H6N2O molecule in a non-equilibrium geometry from the Open Molecules 2025 dataset. Energies are from ωB97M-V with the def2-TZVPD basis set.

Structure (XYZ):
```
13
Properties=species:S:1:pos:R:3:lowdin_charge:R:1
C 1.79 -0.99 0.07 -0.118
H 0.45 -2.62 0.28 0.105
C -0.65 -0.74 0.23 -0.221
O 2.72 1.14 -0.05 0.003
H -2.56 1.13 -0.64 0.071
N 1.92 0.26 -0.41 -0.063
C -1.66 1.54 -0.17 -0.095
H -1.24 2.30 -0.85 0.081
H 2.67 -1.60 0.11 0.119
H -1.46 -1.50 0.40 0.119
N -0.63 0.54 0.17 0.007
C 0.52 -1.53 0.07 -0.083
H -1.86 2.04 0.79 0.075
```

As for the highest occupied orbital energy (spin up / spin down): -8.58 / -8.33 eV. The multiplicity is 1. For the energy relative to the best compared isomer or geometry (same formula, charge and spin), the calculation gives 547.6 kJ/mol. The value obtained for the gap between HOMO and LUMO (spin up / spin down) is 7.5558 / 7.5620 eV. The calculation puts the molar mass at 98.1 Da. As for the structure (SMILES): C/N=C/C=C\N=O. The calculation puts the lowest unoccupied orbital energy (spin up / spin down) at -1.02 / -0.77 eV.

2.
Here is a gas-phase ion, C2H3O2 (charge +1) in a non-equilibrium geometry from the Open Molecules 2025 dataset. Energies are from ωB97M-V with the def2-TZVPD basis set.

Structure (XYZ):
```
7
Properties=species:S:1:pos:R:3:lowdin_charge:R:1
C -1.03 -0.37 0.05 0.224
C 1.13 0.40 -0.02 -0.133
H -2.07 -0.12 0.17 0.151
H -0.73 -1.34 -0.18 0.137
O -0.31 0.56 0.37 0.130
H 1.26 1.43 -0.64 0.238
O 1.75 -0.55 0.24 0.252
```

As for the highest occupied orbital energy: -18.11 eV. The multiplicity is 1. The net charge is +1. For the energy relative to the best compared isomer or geometry (same formula, charge and spin), the calculation gives 70.3 kJ/mol. The value obtained for the gap between HOMO and LUMO is 10.9457 eV. The calculation puts the molar mass at 59.0 Da. The calculation puts the lowest unoccupied orbital energy at -7.17 eV.

3.
Here is a molecular structure, C35H33BrCdN3O4S in a non-equilibrium geometry from the Open Molecules 2025 dataset. Energies are from ωB97M-V with the def2-TZVPD basis set.

Structure (XYZ):
```
78
Properties=species:S:1:pos:R:3:lowdin_charge:R:1
C 0.39 -0.54 -3.42 -0.162
C -0.46 1.28 -5.35 -0.106
C -1.70 -0.80 2.18 -0.392
C 0.26 -0.92 -4.77 -0.076
C 3.85 1.81 -1.33 -0.207
C 0.07 0.80 -3.01 -0.400
C 3.84 2.55 3.88 -0.093
H 0.07 1.41 2.81 0.114
H 0.63 -2.95 0.01 0.118
C -2.82 0.69 -1.80 -0.134
C -2.78 2.54 -0.45 -0.250
C 2.39 3.24 2.11 -0.101
C -3.50 1.36 -2.80 -0.063
H 3.97 0.74 -1.29 0.033
C 1.34 -0.07 5.54 -0.669
H 4.70 2.33 -0.91 0.048
C 4.12 1.63 1.69 -0.126
C 2.02 -1.09 5.03 -0.113
C 0.19 0.45 4.80 -0.227
H 1.12 -2.50 -2.92 0.127
H 0.40 -2.78 2.58 0.148
H 0.53 -1.93 -5.04 0.101
C 2.78 3.31 3.44 -0.077
C -0.16 -0.04 -5.73 -0.131
H 2.72 -1.98 3.29 0.112
H 2.14 -3.06 -0.92 0.114
H 4.64 0.96 1.02 0.092
C -2.34 3.09 0.88 -0.191
H -4.33 3.27 -3.35 0.102
N 1.21 -0.97 1.59 -0.200
H -3.77 -0.54 1.98 0.090
C 0.41 0.47 3.25 -0.148
O 1.99 3.62 -0.80 -0.505
H 1.56 3.82 1.74 0.099
C -3.46 3.30 -1.40 -0.018
H -2.44 -0.19 6.04 0.093
S 2.29 2.25 -0.41 0.858
C 2.18 -1.71 0.81 -0.207
C 1.89 -1.35 3.59 -0.208
H -0.89 1.84 0.82 -0.008
H -0.26 -0.35 -6.76 0.085
H -2.54 -0.35 -1.89 0.117
Br 1.63 0.55 7.33 0.660
C -2.24 -0.36 4.99 -0.089
O -1.01 2.76 1.16 -0.084
H 3.69 2.13 -2.36 0.047
H -2.42 4.17 0.91 0.122
H 2.94 -1.01 0.44 0.108
H -3.01 2.66 1.65 0.129
C 1.78 -0.03 2.70 -0.094
C -0.51 -0.79 3.12 -0.234
H -0.57 2.69 -3.76 0.113
H -4.22 -0.04 4.34 0.089
H 2.69 -2.50 1.38 0.112
H -3.69 4.33 -1.20 0.107
N 0.97 -1.34 -1.23 -0.067
O 0.15 1.23 -1.82 -0.241
Cd 0.00 0.13 0.13 1.457
C 3.06 2.40 1.24 -0.387
H -0.77 1.98 -6.11 0.096
H -3.76 0.86 -3.72 0.103
C -3.20 -0.29 4.06 -0.132
C 0.64 -1.72 2.74 -0.171
C -0.35 1.68 -4.05 -0.029
C 0.84 -1.52 -2.49 -0.112
O -1.52 -1.05 0.90 -0.249
C 4.52 1.72 3.01 -0.100
H -0.23 1.37 5.21 0.131
H -0.54 -1.61 5.18 0.151
H 2.83 -1.57 5.57 0.095
C -2.94 -0.55 2.68 -0.079
C 1.47 -2.37 -0.38 -0.226
H 2.25 3.96 4.12 0.102
H 5.34 1.12 3.36 0.099
H 4.14 2.58 4.92 0.097
C -3.82 2.70 -2.59 -0.070
C -0.84 -0.71 4.62 -0.177
N -2.45 1.27 -0.67 0.087
```

As for the highest occupied orbital energy: -3.09 eV. The multiplicity is 1. The net charge is -1. For the energy relative to the best compared isomer or geometry (same formula, charge and spin), the calculation gives 496.4 kJ/mol. The value obtained for the gap between HOMO and LUMO is 5.6487 eV. The calculation puts the molar mass at 784.0 Da. The calculation puts the lowest unoccupied orbital energy at 2.56 eV.